Molecular formula: C40H34AsF6N7O2Ta
Method: DFT, wB97M-V/def2-TZVPD

Computed properties:
spin multiplicity: 2
Kohn-Sham gap (spin up / spin down): 5.258 / 4.795 eV
LUMO (spin up / spin down): -8.05 / -8.51 eV
total charge: +2

Last column: Mulliken spin population.
Element x y z (Å)
Ta (-0.031251, 0.064714, 0.269329)  -0.02
As (-3.328111, 1.471489, 1.028418)  0.00
F (-2.089374, 0.015041, 0.317010)  0.01
F (-2.137087, 1.336374, 2.280412)  0.00
F (-4.284960, 1.327302, -0.370287)  0.00
F (-4.264364, 0.304084, 1.809202)  0.00
F (-4.079903, 2.818323, 1.701705)  0.00
F (-2.253293, 2.443328, 0.084122)  0.00
O (4.064723, 0.279855, -0.800836)  0.00
O (-0.175387, -2.891342, 3.350485)  0.00
N (0.060984, 2.249388, -0.704654)  -0.01
N (1.739045, 0.078679, -0.859869)  0.02
N (1.714839, -0.737153, 1.469406)  0.00
N (-0.600354, -1.598457, 1.455361)  0.00
N (-0.924813, 0.104394, -1.828210)  0.36
N (0.456281, 1.662825, 1.680888)  0.00
N (0.466225, 3.237504, -0.075598)  0.06
C (0.470827, 1.430998, 3.011793)  0.00
C (-0.138454, 3.581126, -2.765875)  0.00
C (-2.053565, -0.601924, -2.205929)  0.11
C (-1.713620, -3.587413, 0.582906)  -0.01
C (0.924662, 3.975329, 2.143119)  0.01
C (1.936134, 0.200242, -2.307835)  -0.02
C (-2.138802, -1.989049, -1.999539)  0.07
C (-2.831782, -4.407945, 0.486481)  0.00
C (-3.985619, -4.115208, 1.192123)  0.00
C (-0.414504, 3.558653, -4.120720)  0.08
C (-3.173750, 0.075923, -2.761361)  0.17
C (-0.678676, 1.204746, -2.647458)  -0.04
C (0.976955, 3.708927, 3.502663)  0.00
C (2.923550, 2.567235, -2.083595)  0.00
C (2.537441, -1.816209, 3.419573)  0.00
C (4.036296, -0.640466, 1.967828)  0.00
C (1.510297, -2.299882, -2.473238)  0.00
C (2.286142, 0.341859, -5.052059)  0.00
C (-0.423724, -4.069662, -0.029590)  0.00
C (-2.868543, -2.249593, 2.255516)  0.00
C (-0.768844, 2.361697, -4.746327)  -0.04
C (-4.292261, -0.627876, -3.139027)  -0.06
C (-1.798511, -2.436960, 1.374618)  0.00
C (-0.238824, 2.392846, -2.055868)  0.00
C (-3.983237, -3.065819, 2.094959)  0.00
C (3.025446, 0.063840, -0.248976)  0.00
C (-4.330817, -2.010230, -2.980528)  0.17
C (1.763227, -0.951063, -3.083075)  0.00
C (0.725633, 2.416405, 3.939235)  0.01
C (0.640412, 2.941505, 1.279046)  -0.01
C (-2.789571, -1.390752, 3.486742)  0.00
C (-3.249834, -2.684604, -2.404115)  -0.02
C (0.163780, -2.073591, 2.542649)  0.00
C (3.814267, -1.337635, 3.151361)  0.00
C (2.953156, -0.382496, 1.155755)  0.00
C (1.524766, -1.494118, 2.540324)  0.00
C (2.570963, 1.434447, -4.255012)  0.02
C (2.434678, 1.379747, -2.870045)  0.00
C (1.916460, -0.854709, -4.459899)  0.00
C (-0.913184, 1.189090, -4.026517)  0.12
H (-5.210326, -2.564646, -3.279547)  0.00
H (-3.292256, -3.756369, -2.271102)  0.00
H (1.785658, -1.741512, -5.067786)  0.00
H (-5.151267, -0.099598, -3.528607)  0.00
H (2.691887, 2.520787, -1.023322)  0.00
H (5.019877, -0.336711, 1.636469)  0.00
H (0.714373, 2.165645, 4.990096)  0.00
H (2.409427, 0.403298, -6.125274)  0.00
H (-2.088495, -0.566770, 3.395736)  0.00
H (4.636054, -1.560214, 3.818556)  0.00
H (0.452044, -2.480414, -2.298344)  0.00
H (-2.780073, -5.303616, -0.121918)  0.00
H (1.856509, -3.082171, -3.146705)  0.00
H (0.154750, 4.489650, -2.259277)  0.00
H (-4.839614, -2.907382, 2.738709)  0.00
H (0.026690, -4.819740, 0.624878)  0.00
H (0.319206, -3.286228, -0.170789)  0.00
H (2.943129, 2.348551, -4.702666)  0.00
H (1.184918, 4.501471, 4.208917)  0.00
H (4.009568, 2.620261, -2.164031)  0.00
H (-2.461234, -2.020883, 4.314509)  0.00
H (1.066104, 4.965985, 1.735834)  0.00
H (-3.763031, -0.981152, 3.741157)  0.00
H (-0.337672, 4.468319, -4.699968)  0.00
H (-3.176572, 1.155439, -2.802166)  -0.01
H (2.308611, -2.454055, 4.262628)  0.00
H (2.037171, -2.429400, -1.526692)  0.00
H (-1.166761, 0.261913, -4.520866)  0.00
H (-4.857612, -4.748777, 1.098397)  0.00
H (-0.939929, 2.347685, -5.814598)  0.00
H (-0.592966, -4.557506, -0.991394)  0.00
H (0.241894, 0.429300, 3.340192)  0.00
H (-1.303275, -2.509815, -1.564511)  0.01
H (2.521548, 3.497957, -2.485160)  0.00

Atomic forces in eV per Å
0.6 -1.0 -0.8
-0.6 0.6 0.2
-0.2 0.6 0.2
0.0 0.5 -0.1
0.1 -0.3 0.0
0.1 -0.2 -0.2
0.0 -0.1 0.0
0.2 0.0 0.3
0.0 0.0 0.0
0.0 0.0 0.0
-0.4 -0.3 0.1
0.0 0.2 -0.2
0.1 0.0 0.1
0.3 0.1 0.2
0.0 -0.1 -0.2
-0.1 0.0 0.4
0.1 0.0 0.1
0.0 0.0 0.0
0.0 0.0 -0.1
0.1 0.0 0.0
0.0 0.0 0.0
0.0 0.0 0.1
0.1 -0.1 0.0
0.0 0.0 0.0
0.0 0.0 0.0
0.0 0.0 0.0
0.0 0.0 0.0
0.0 0.0 0.0
-0.1 0.0 0.0
0.0 0.0 0.0
0.0 0.0 0.0
0.0 0.0 0.0
0.0 0.0 0.0
0.0 0.0 0.0
0.0 -0.1 0.0
0.0 0.0 0.0
0.0 -0.1 0.0
0.0 0.0 0.0
0.0 0.0 0.0
0.0 0.0 0.1
0.1 0.0 0.2
0.0 0.0 0.0
-0.1 0.0 0.0
0.0 0.0 0.0
0.0 0.0 0.0
0.0 0.0 0.0
-0.1 0.0 -0.1
0.0 0.1 -0.1
0.0 0.0 0.0
0.0 0.1 -0.2
0.0 0.0 0.0
0.0 0.0 -0.1
-0.1 0.0 0.0
0.0 0.0 0.0
0.0 0.0 -0.1
0.0 0.0 -0.1
0.1 0.0 0.0
0.0 0.0 0.0
0.0 0.0 0.0
0.0 0.0 0.0
0.0 0.0 0.0
0.0 0.0 0.0
0.0 0.0 0.0
0.0 0.0 0.0
0.0 0.0 0.0
0.0 0.0 0.0
0.0 0.0 0.0
0.0 0.0 0.0
0.0 0.0 0.0
0.0 0.0 0.0
0.0 0.0 0.0
0.0 0.0 0.0
0.0 0.0 0.0
0.0 0.0 0.0
0.0 0.0 0.0
0.0 0.0 0.0
0.0 0.0 0.0
0.0 0.0 0.0
0.0 0.0 0.0
0.0 0.0 0.0
0.0 0.0 0.0
0.0 0.0 0.0
0.0 0.0 0.0
0.0 0.0 0.0
0.0 0.0 0.0
0.0 0.0 0.0
0.0 0.0 0.0
0.0 0.0 0.0
0.0 0.0 0.0
0.0 0.0 0.0
0.0 0.0 0.0

***

Molecular formula: C22H30CrO3PSb
Method: DFT, wB97M-V/def2-TZVPD

Computed properties:
spin multiplicity: 5
Kohn-Sham gap (spin up / spin down): 8.098 / 8.815 eV
LUMO (spin up / spin down): 0.49 / 0.21 eV

Last column: Mulliken spin population.
Element x y z (Å)
Sb (-2.667393, -1.092293, -1.005528)  -0.18
Cr (-0.141541, -0.793077, -0.356846)  4.25
P (-0.710741, -0.382764, 2.292845)  0.02
O (-0.500644, 1.104580, -0.107428)  0.02
O (1.756976, -1.445485, -0.660007)  0.03
O (-1.558763, 2.986559, 0.411374)  0.01
C (-1.598723, 1.212780, 2.011737)  -0.01
C (-1.183492, 1.855994, 0.657859)  0.00
C (-1.428346, -0.857184, 3.909271)  0.02
C (-1.184021, -1.707906, 6.148767)  0.00
C (-4.304635, 0.332316, -0.594881)  0.02
C (-2.913574, -4.132567, -1.107959)  0.00
C (-2.558469, -1.841314, 6.258494)  0.00
C (2.436944, 1.790414, 3.838275)  0.00
C (-3.367948, -1.507598, 5.183941)  0.00
C (1.305604, -3.746889, -1.070385)  -0.06
C (-2.976561, -1.328941, -3.149760)  0.01
C (2.047729, -0.413117, 2.225936)  -0.01
C (-3.635321, -2.968189, -0.452335)  0.02
C (-0.620081, -1.229605, 4.980902)  0.01
C (3.328904, 0.058720, 2.447122)  0.01
C (3.525015, 1.174791, 3.241484)  0.00
C (0.881464, -2.339593, -0.760984)  -0.15
C (0.945347, 0.235106, 2.773804)  -0.03
C (1.153522, 1.327503, 3.610542)  0.00
C (-2.708110, -0.027604, -3.883695)  0.01
C (-5.641477, -0.016272, -1.225259)  0.00
C (-2.808644, -1.034287, 4.013294)  0.00
H (0.453948, -1.133063, 4.897105)  0.00
H (-6.019152, -0.959431, -0.835625)  0.00
H (-3.310346, -5.082465, -0.749551)  0.00
H (0.754976, -4.107859, -1.937406)  0.00
H (-1.845375, -4.097500, -0.884385)  0.00
H (-3.448413, -0.798809, 3.170864)  0.00
H (-1.431516, 1.926396, 2.821831)  0.00
H (4.167680, -0.449634, 1.998240)  0.00
H (-3.427283, 0.735417, -3.590377)  0.00
H (-6.370199, 0.760304, -0.995092)  0.00
H (-3.045610, -4.098662, -2.187255)  0.00
H (-0.548696, -1.985292, 6.976565)  0.00
H (-2.280847, -2.099995, -3.485158)  -0.01
H (-3.994338, -1.680545, -3.325966)  0.00
H (-1.706158, 0.336218, -3.652261)  0.00
H (-4.676694, -2.944438, -0.769326)  0.00
H (-3.597522, -3.053815, 0.635090)  0.00
H (-3.949266, 1.305470, -0.940839)  0.00
H (0.319531, 1.809228, 4.103107)  0.00
H (-2.675068, 1.020429, 1.963520)  0.00
H (2.379859, -3.800638, -1.259519)  0.00
H (2.588437, 2.646820, 4.478422)  0.00
H (-2.996451, -2.213310, 7.172441)  0.00
H (-4.438611, -1.627352, 5.260658)  0.00
H (1.905828, -1.305739, 1.628927)  0.01
H (-4.403679, 0.386221, 0.491590)  0.00
H (-2.782263, -0.167779, -4.961642)  0.00
H (4.520661, 1.558958, 3.408934)  0.00
H (-5.558379, -0.091974, -2.307272)  0.00
H (1.049395, -4.382615, -0.224092)  0.00

Atomic forces in eV per Å
-1.8 -0.5 -0.7
-0.7 1.1 0.6
0.1 0.7 0.5
0.8 0.0 -0.8
-0.3 -0.4 -0.1
0.0 0.0 0.0
0.2 0.0 -0.3
-0.8 0.5 1.0
0.0 -0.5 -0.2
-0.1 -0.1 0.2
0.6 -0.2 0.0
0.0 0.0 0.1
0.0 0.0 0.0
-0.1 0.2 0.1
-0.1 0.0 0.1
0.2 0.4 0.0
0.0 0.0 0.4
-0.1 -0.1 0.1
0.2 0.5 0.1
0.0 0.2 -0.2
0.2 0.0 0.1
0.0 -0.1 0.0
1.4 -1.3 -0.5
-0.1 -0.2 -0.1
0.0 0.0 0.0
0.0 0.0 0.0
0.2 -0.1 0.0
0.2 0.1 -0.1
0.0 0.0 0.0
-0.1 -0.1 -0.1
0.0 -0.1 0.0
-0.1 -0.1 0.0
0.0 -0.1 -0.1
0.0 0.0 0.0
-0.1 -0.1 -0.1
0.1 0.0 -0.1
0.0 0.2 0.0
-0.1 0.0 0.0
0.1 -0.1 -0.1
0.1 0.0 0.1
-0.1 -0.1 0.1
0.0 -0.1 0.1
0.0 0.1 -0.1
-0.1 0.1 0.1
-0.1 0.0 0.0
0.1 0.0 0.1
0.0 0.1 0.0
0.1 0.0 0.0
-0.1 0.0 0.0
0.0 0.1 0.1
0.0 0.0 0.1
-0.1 0.0 0.0
0.0 0.1 0.0
0.1 0.0 0.0
0.0 0.1 -0.1
0.1 0.0 0.0
-0.1 0.0 -0.1
-0.1 -0.1 0.1

***

Molecular formula: C31H42N4O2S5SbSi3Tl
Method: DFT, wB97M-V/def2-TZVPD

Computed properties:
Kohn-Sham gap: 6.912 eV
LUMO: -0.31 eV

Last column: Mulliken charge in e.
Element x y z (Å)
Tl (0.263615, -0.259654, -0.157608)  0.07
Sb (-0.162884, -3.067390, 0.239908)  -0.75
S (-5.207443, 4.323263, -0.062132)  -0.20
S (-0.289150, 1.601487, 1.454207)  -0.17
S (0.166342, 2.772907, -1.743228)  0.13
S (-2.587644, 3.911962, -1.412307)  -0.10
S (-2.906307, 3.034911, 1.305136)  -0.07
Si (1.913578, -4.353312, -0.616047)  0.58
Si (-0.589336, -3.671648, 2.687350)  0.86
Si (-2.019053, -4.137464, -1.194963)  0.53
O (-1.122338, -0.677261, -4.294169)  -0.78
O (4.533477, -1.132857, -0.353520)  -0.75
N (1.932452, -0.460519, 1.947875)  0.55
N (2.420078, -0.314707, -0.785719)  0.33
N (-2.120117, -0.135587, -0.952956)  1.31
N (0.209964, -0.386217, -2.415532)  1.26
C (-4.521946, 0.359713, -2.197612)  -0.99
C (4.018334, -0.846264, 3.717333)  -0.53
C (-3.395362, 0.058845, -2.944132)  -0.46
C (-0.940602, -0.439381, -3.098886)  -0.67
C (-3.631046, -3.226131, -0.957744)  -0.71
C (1.647838, -0.022064, -4.394900)  -1.02
C (3.999342, 0.351451, -4.084866)  -0.80
C (2.484870, -3.494568, -2.165821)  -0.58
C (-1.233581, 3.050753, -0.719891)  0.13
C (-1.393013, 2.601596, 0.542939)  -0.11
C (-3.210401, 0.109584, -0.230656)  -0.94
C (1.421522, 3.749932, -0.882095)  -0.89
C (3.848383, 0.148990, -2.723786)  -0.85
C (-3.655488, 3.799960, -0.057689)  0.10
C (-2.272004, -5.905363, -0.631537)  -1.13
C (4.234235, -0.906713, 2.353633)  -0.43
C (-1.442182, -4.087638, -2.966300)  -0.71
C (1.727985, -0.398619, 3.263971)  -0.59
C (2.899829, 0.256554, -4.919738)  -0.81
C (1.371136, -6.109481, -0.981909)  -1.22
C (2.740265, -0.580415, 4.187675)  -0.97
C (-1.653835, -2.278141, 3.339781)  -0.87
C (3.270616, -4.409829, 0.660423)  -0.90
C (1.054674, -3.780507, 3.572400)  -0.76
C (1.469155, -0.219093, -3.021426)  0.38
C (-1.501338, -5.296003, 2.852285)  -1.21
C (-2.197363, -0.171480, -2.279496)  0.51
C (3.159482, -0.697002, 1.494733)  0.25
C (3.421696, -0.730799, -0.005437)  -0.08
C (2.602340, -0.149805, -2.173677)  0.11
C (-4.435644, 0.379624, -0.812063)  -0.66
H (-2.770900, -5.944768, 0.336926)  0.32
H (-0.984348, -6.108580, 2.340023)  0.32
H (-2.213404, -4.537398, -3.598511)  0.46
H (1.552883, 3.382597, 0.133057)  0.22
H (3.098522, -4.187177, -2.749178)  0.61
H (-2.514104, -5.228105, 2.452009)  0.25
H (-5.461757, 0.576380, -2.688654)  0.47
H (0.794038, -0.092703, -5.044346)  0.54
H (-0.523913, -4.661353, -3.107315)  0.22
H (5.204484, -1.106237, 1.923369)  0.54
H (4.837227, -0.998903, 4.408406)  0.43
H (2.342554, 3.598693, -1.444139)  0.39
H (0.925498, -6.598199, -0.113091)  0.27
H (4.980383, 0.572321, -4.485785)  0.41
H (-1.822888, -2.388170, 4.414083)  0.45
H (-1.346019, -6.475662, -0.562596)  0.24
H (-3.870369, -3.084035, 0.097895)  0.28
H (2.254935, -6.685060, -1.271694)  0.43
H (2.958797, -4.894682, 1.585570)  0.29
H (4.091690, -4.994392, 0.233899)  0.42
H (3.668087, -3.424132, 0.887850)  0.08
H (3.102929, -2.626859, -1.923252)  0.07
H (-3.078260, 0.111494, 0.845589)  0.45
H (0.898718, -3.687753, 4.650719)  0.39
H (-2.920045, -6.403874, -1.358532)  0.42
H (-3.629641, -2.254312, -1.445941)  -0.01
H (-3.403199, 0.013422, -4.023226)  0.60
H (1.156774, 4.804415, -0.885003)  0.39
H (-4.432859, -3.822339, -1.403468)  0.50
H (4.706073, 0.200885, -2.071374)  0.50
H (-1.197208, -1.302560, 3.161344)  0.11
H (-5.291753, 0.615007, -0.195273)  0.57
H (3.006600, 0.398158, -5.987758)  0.41
H (2.528914, -0.513425, 5.245840)  0.45
H (1.522005, -4.749693, 3.386440)  0.37
H (-1.267209, -3.072219, -3.328144)  0.10
H (-2.627971, -2.278991, 2.844796)  0.30
H (1.663166, -3.154081, -2.798006)  0.17
H (0.713803, -0.186298, 3.583027)  0.42
H (0.661075, -6.157210, -1.809022)  0.31
H (-1.578227, -5.560536, 3.910590)  0.40
H (1.752089, -3.001188, 3.264271)  0.02

Atomic forces in eV per Å
0.0 0.1 -0.1
0.1 -0.1 0.0
0.0 0.0 0.0
0.0 0.0 0.0
0.0 0.0 0.0
0.0 0.0 0.0
0.0 0.0 0.0
0.0 0.0 -0.1
0.0 0.0 0.0
0.0 0.0 0.0
0.1 0.1 0.0
0.0 -0.1 0.1
-0.1 -0.1 0.1
0.0 0.1 0.0
0.0 0.0 0.0
-0.1 0.0 -0.1
0.0 0.0 0.0
0.0 0.0 0.0
0.0 0.0 0.0
0.1 -0.1 0.0
0.0 -0.1 0.0
0.0 0.0 0.1
0.0 0.0 0.0
0.0 0.0 0.0
0.0 0.0 0.1
0.0 0.0 -0.1
0.0 0.0 0.0
0.0 0.0 0.0
0.0 0.0 0.0
0.0 -0.1 0.0
0.0 0.0 0.0
0.0 0.0 0.0
0.0 0.0 0.0
0.0 0.1 0.0
0.0 0.0 0.0
0.0 0.0 0.0
0.0 0.0 0.0
0.0 0.0 0.0
0.0 -0.1 0.0
0.0 0.0 0.0
0.0 0.0 0.0
0.0 0.0 0.0
0.1 0.0 0.0
0.0 0.0 0.0
0.0 0.0 0.1
-0.1 0.1 -0.1
0.0 0.0 0.0
0.0 0.0 0.0
0.0 0.0 0.0
0.0 0.0 0.0
0.0 0.0 0.0
0.0 0.0 0.0
0.0 0.0 0.0
0.0 0.0 0.0
-0.1 0.0 0.0
0.0 0.0 0.0
0.0 0.0 0.0
0.0 0.0 0.0
0.0 0.0 0.0
0.0 0.0 0.0
0.0 0.0 0.0
0.0 0.0 0.0
0.0 0.0 0.0
0.0 0.0 0.0
0.0 0.0 0.0
0.0 0.0 0.0
0.0 0.0 0.0
0.0 0.1 0.0
0.0 -0.1 0.0
0.0 0.0 0.0
0.0 0.0 0.0
0.0 0.0 0.0
0.0 0.0 0.0
0.0 0.0 0.0
0.0 0.0 0.0
0.0 0.0 0.0
0.0 0.0 -0.1
0.0 0.0 0.0
0.0 0.0 0.0
0.0 0.0 0.0
0.0 0.0 0.0
0.0 0.0 0.0
0.0 0.0 0.0
0.0 0.0 0.0
0.0 0.0 0.0
0.0 0.0 0.0
0.0 0.0 0.0
0.0 0.0 0.0
0.0 -0.1 0.0

***

Molecular formula: C3H8O3
Method: DFT, wB97M-V/def2-TZVPD

Computed properties:
Kohn-Sham gap: 8.693 eV
LUMO: -0.62 eV

Last column: Mulliken charge in e.
Element x y z (Å)
O (-0.210279, -0.293595, 1.176447)  -0.87
O (-1.224113, 1.757915, -0.114241)  -0.53
O (-0.069298, -2.518370, 0.140700)  -0.66
C (0.640151, 0.314308, 0.260636)  0.41
C (0.174841, 1.753587, 0.001805)  -0.52
C (0.258504, -0.626221, -0.796688)  -0.42
H (0.947358, -1.266402, -1.334646)  0.26
H (1.710319, 0.280895, 0.520927)  0.31
H (-0.991254, -2.744443, -0.049946)  0.34
H (0.515489, 2.367341, 0.851609)  0.26
H (-0.131419, -1.850966, 0.896810)  0.43
H (0.602277, 2.167149, -0.919330)  0.34
H (-0.728999, -0.473027, -1.219796)  0.30
H (-1.493577, 1.131831, 0.585714)  0.35

Atomic forces in eV per Å
0.0 -0.1 0.2
-0.1 0.0 0.2
-0.2 -0.1 0.0
0.1 0.0 -0.2
0.3 0.1 -0.1
0.1 0.1 -0.1
-0.1 0.1 0.1
-0.2 0.0 0.0
0.2 0.0 0.0
-0.1 -0.1 -0.1
0.0 0.1 0.0
0.0 -0.1 0.1
0.1 -0.1 0.1
-0.1 0.1 -0.1

***

| no. | energy (a.u.) |
| --- | --- |
| 1 | -4970.12106 |
| 2 | -2708.06785 |
| 3 | -4848.30469 |
| 4 | -344.69119 |